26
Properties=species:S:1:pos:R:3 method="wB97M-V/def2-TZVPD" charge=0 smiles="O=C(O)[C@H]1CCCN1.O.O.O" orbital_gap_ev=8.868 lumo_ev=0.2 multiplicity=1
O 0.090 -1.095 0.418
C 0.401 -0.364 -0.488
O 1.608 0.178 -0.617
C -0.390 -0.033 -1.778
C -1.230 -1.340 -2.021
C -2.687 -0.948 -1.739
C -2.712 0.645 -1.698
N -1.338 1.020 -1.420
H 2.195 0.205 0.164
H 0.250 0.265 -2.610
H -0.775 -2.125 -1.429
H -1.164 -1.571 -3.099
H -3.360 -1.308 -2.519
H -3.094 -1.162 -0.771
H -3.289 0.919 -0.769
H -3.321 0.896 -2.553
H -1.096 1.928 -1.793
O 1.803 2.136 2.977
H 2.654 2.159 2.520
H 2.006 1.527 3.698
O 3.632 -0.441 1.200
H 3.772 -1.405 1.196
H 4.282 0.058 0.706
O 0.737 -0.267 4.423
H 1.161 0.004 3.597
H -0.136 0.121 4.405

12
Properties=species:S:1:pos:R:3 method="wB97M-V/def2-TZVPD" charge=0 orbital_gap_ev=9.586 lumo_ev=0.6 multiplicity=1
C -0.883 0.852 1.389
C -0.216 0.364 0.096
C 1.695 -2.058 -1.051
O 0.876 -1.816 -2.085
H -1.552 0.065 1.758
H -0.289 1.140 2.193
H -1.528 1.648 1.117
H 0.472 -0.416 0.031
H 0.311 1.123 -0.490
H -0.977 0.237 -0.654
H 2.537 -2.650 -1.562
H 0.056 -1.368 -1.746

13
Properties=species:S:1:pos:R:3 method="wB97M-V/def2-TZVPD" charge=0 orbital_gap_ev=8.876 lumo_ev=0.4 multiplicity=1
C 1.218 -0.168 0.077
C 0.156 0.085 -1.021
C -0.185 1.263 -0.035
C 0.159 0.178 1.064
C -0.754 -1.010 0.686
C -0.843 -0.999 -0.639
H 0.493 0.169 -2.056
H 0.520 2.062 -0.106
H -1.211 1.684 -0.133
H 0.259 0.476 2.101
H -1.158 -1.745 1.365
H -1.469 -1.612 -1.295
S 2.814 -0.383 -0.008

32
Properties=species:S:1:pos:R:3 method="wB97M-V/def2-TZVPD" charge=-1 s2=3.765 orbital_gap_ev="6.755 / 7.031" lumo_ev="2.3 / 2.2" multiplicity=4
Co -0.217 -0.700 -0.357
S 0.410 -4.375 -2.834
C -1.220 -4.498 -2.328
C -1.598 -3.445 -1.550
C -0.573 -2.472 -1.318
C 0.567 -2.874 -1.968
C 1.800 -2.100 -1.928
C 2.991 -2.453 -2.564
C 4.090 -1.627 -2.443
C 3.996 -0.460 -1.694
C 2.784 -0.177 -1.094
N 1.720 -0.967 -1.205
H -1.811 -5.348 -2.637
H -2.599 -3.363 -1.144
H 3.039 -3.367 -3.141
H 5.022 -1.889 -2.930
H 4.835 0.211 -1.576
H 2.640 0.715 -0.495
S -0.232 -0.334 1.884
C -1.047 1.214 1.981
C -1.296 1.778 3.235
C -1.927 3.005 3.384
C -2.150 3.535 4.705
N -2.317 3.946 5.766
C -2.329 3.708 2.242
C -2.087 3.159 0.991
C -1.455 1.923 0.828
S -1.178 1.311 -0.791
C -2.982 4.988 2.344
N -3.500 6.013 2.408
H -0.982 1.237 4.118
H -2.396 3.704 0.109